DFT (ωB97M-V/def2-TZVPD) results for a 2-piece molecular cluster, C4H6 overall in a non-equilibrium geometry.

```
! RIJCOSX wB97M-V def2-TZVPD def2/J DEFGRID3
* xyz 0 1
C -1.280 0.656 -0.120
C 2.010 0.032 0.004
C 0.775 -0.265 0.071
C -1.903 -0.357 -0.019
H -2.318 -1.201 0.426
H 0.408 -1.109 -0.446
H 2.578 0.823 0.488
H -0.030 0.156 0.883
H 2.503 -0.595 -0.707
H -0.754 1.536 -0.261
*
```

energy relative to the best compared isomer or geometry (same formula, charge and spin): 396.22 kJ/mol
energy: -4239.854 eV
F_max: 5.6 eV/Å
orbital gap: 0.3752 Eh

From a natural (NBO) analysis of the wavefunction, the atomic charges in e read: atom 1 (C): -0.246, atom 2 (C): -0.406, atom 3 (C): -0.372, atom 4 (C): -0.237, atom 5 (H): 0.228, atom 6 (H): 0.188, atom 7 (H): 0.201, atom 8 (H): 0.217, atom 9 (H): 0.189, atom 10 (H): 0.239